Record 1
{"formula": "C36H80CrF2N2O21S2", "method": "wB97M-V/def2-TZVPD", "multiplicity": 6, "total_charge": 1, "e_lumo_ev": [-2.8, -8.6], "orbital_gap_ev": [7.956, 2.201], "s_squared": 8.761, "homo_ha": [-0.3962, -0.3962], "elements": ["Cr", "N", "S", "O", "O", "F", "S", "O", "O", "F", "N", "O", "O", "O", "C", "C", "O", "C", "C", "H", "H", "H", "H", "H", "H", "H", "H", "H", "H", "C", "C", "O", "C", "C", "H", "H", "H", "H", "H", "H", "H", "H", "H", "H", "C", "C", "O", "C", "C", "H", "H", "H", "H", "H", "H", "H", "H", "H", "H", "C", "C", "O", "C", "C", "H", "H", "H", "H", "H", "H", "H", "H", "H", "H", "O", "C", "O", "C", "C", "C", "H", "H", "H", "H", "H", "H", "H", "H", "O", "C", "O", "C", "C", "C", "H", "H", "H", "H", "H", "H", "H", "H", "O", "C", "O", "C", "C", "C", "H", "H", "H", "H", "H", "H", "H", "H", "O", "C", "O", "C", "C", "C", "H", "H", "H", "H", "H", "H", "H", "H", "O", "C", "O", "C", "C", "C", "H", "H", "H", "H", "H", "H", "H", "H"], "positions_angstrom": [[-4.37565, -11.75364, 24.92578], [-4.63172, -13.58297, 24.19406], [-5.06165, -15.00178, 24.66519], [-4.00754, -15.85375, 25.19829], [-6.26909, -15.65932, 24.17050], [-5.65853, -14.37709, 26.03383], [-4.38534, -14.19427, 22.59227], [-5.48004, -13.78381, 21.68535], [-3.64702, -15.39263, 22.37935], [-3.22846, -13.18508, 22.18564], [-3.28028, -10.25869, 22.89466], [-2.74641, -9.65079, 21.96323], [-2.62092, -10.81237, 23.75702], [-4.47491, -10.37948, 23.03628], [-9.82405, -18.47620, 28.69391], [-9.01001, -19.33740, 27.72571], [-9.23740, -18.90556, 26.35971], [-8.56690, -17.76220, 25.88751], [-9.28141, -17.40782, 24.58030], [-9.56276, -18.76571, 29.71177], [-9.47211, -17.44740, 28.61771], [-10.88252, -18.55483, 28.44579], [-7.92348, -19.33965, 27.81258], [-9.38083, -20.36221, 27.70672], [-8.60293, -16.90520, 26.56007], [-7.49582, -17.85727, 25.70902], [-10.34835, -17.26451, 24.75119], [-9.15105, -18.20454, 23.84795], [-8.92141, -16.43021, 24.25972], [-6.84758, -16.05135, 33.39909], [-5.94469, -15.74033, 32.27789], [-6.52812, -16.34579, 31.15919], [-5.78013, -16.09744, 29.92282], [-6.65685, -16.55822, 28.81562], [-6.59559, -15.53300, 34.32424], [-7.84534, -15.68176, 33.16247], [-7.00374, -17.10318, 33.63864], [-5.87019, -14.66699, 32.10326], [-4.99218, -16.23769, 32.46074], [-5.62428, -15.02171, 29.84146], [-4.84047, -16.64951, 29.90386], [-6.14614, -16.56431, 27.85268], [-7.59368, -16.01066, 28.71249], [-6.89026, -17.61612, 28.93592], [-4.46809, -14.06343, 15.49739], [-5.73168, -14.92537, 15.97586], [-5.85147, -15.02304, 17.36347], [-4.81043, -15.70211, 18.02877], [-5.39759, -16.19105, 19.28317], [-4.34232, -14.07150, 14.41470], [-4.63244, -13.06579, 15.90457], [-3.53189, -14.40892, 15.93585], [-6.59009, -14.42998, 15.52217], [-5.70277, -15.92111, 15.53342], [-4.27783, -16.45946, 17.45358], [-4.05724, -14.95915, 18.29109], [-5.92690, -15.33202, 19.69548], [-4.62815, -16.47486, 20.00116], [-6.07273, -17.02408, 19.08730], [-1.57703, -20.28777, 29.69355], [-1.93828, -19.79631, 28.25663], [-2.65025, -18.57243, 28.35016], [-3.08788, -17.95018, 27.11918], [-4.30903, -18.67041, 26.55254], [-0.96538, -21.18858, 29.64328], [-1.15805, -19.57152, 30.40033], [-2.41931, -20.68322, 30.26125], [-1.09091, -19.64534, 27.58784], [-2.54063, -20.56826, 27.77769], [-3.38922, -16.95055, 27.43229], [-2.26443, -17.80717, 26.41949], [-3.99981, -19.69319, 26.33707], [-4.49107, -18.29841, 25.54429], [-5.17808, -18.66856, 27.21045], [-7.98453, -21.19178, 22.15448], [-7.94370, -20.95699, 23.34347], [-7.00508, -20.24320, 24.00272], [-5.81614, -19.98366, 23.24976], [-5.63786, -18.50607, 22.82644], [-9.09611, -21.43590, 24.22771], [-5.57776, -20.66840, 22.43589], [-4.98098, -20.10708, 23.93923], [-6.62396, -18.11091, 22.58240], [-4.98696, -18.56380, 21.95402], [-5.18902, -17.80409, 23.52920], [-8.85047, -21.40827, 25.28931], [-9.54767, -22.37654, 23.91244], [-9.85219, -20.65077, 24.22359], [-5.13574, -12.00934, 27.16766], [-5.65007, -12.14169, 28.28698], [-5.07611, -11.87611, 29.44216], [-3.79678, -11.24227, 29.47287], [-3.81413, -9.97219, 30.36164], [-7.06578, -12.65282, 28.45691], [-3.45059, -10.92794, 28.48826], [-3.08267, -11.97223, 29.85405], [-3.03022, -9.30475, 30.00370], [-3.44990, -10.27213, 31.34422], [-4.73260, -9.39744, 30.48073], [-7.15446, -13.59640, 28.99534], [-7.41437, -12.88057, 27.44957], [-7.82704, -11.98680, 28.86310], [-6.56561, -11.15152, 25.00478], [-7.77654, -10.88288, 24.96343], [-8.69991, -11.38521, 24.12943], [-8.29134, -12.06315, 22.95485], [-9.33339, -12.15771, 21.85611], [-8.41988, -10.12578, 26.09445], [-8.07326, -13.01177, 23.44545], [-7.35169, -11.70835, 22.53146], [-10.35692, -12.20096, 22.22841], [-9.12799, -12.96383, 21.15178], [-9.26414, -11.25475, 21.24950], [-7.74309, -10.13837, 26.94879], [-9.33897, -10.58740, 26.45539], [-8.52629, -9.08263, 25.79679], [-7.87832, -10.07856, 19.75122], [-7.19301, -9.36644, 18.96357], [-5.90924, -9.42374, 18.76657], [-5.02180, -10.13425, 19.76147], [-5.03356, -11.64266, 19.38482], [-7.89884, -8.36175, 18.13584], [-5.31577, -9.94540, 20.79396], [-4.04269, -9.65723, 19.71788], [-6.00311, -12.08777, 19.60835], [-4.19911, -12.12115, 19.89749], [-4.86556, -11.76227, 18.31451], [-8.97094, -8.54943, 18.07683], [-7.40317, -8.30030, 17.16701], [-7.82876, -7.36776, 18.57762], [-2.66963, -12.52785, 26.18504], [-1.89172, -13.34314, 26.68478], [-0.61800, -13.56063, 26.32310], [0.05000, -12.78770, 25.29645], [-0.25138, -13.38446, 23.92130], [-2.36066, -14.28588, 27.81109], [1.09073, -12.95236, 25.57550], [-0.13159, -11.73596, 25.51773], [0.11300, -14.38693, 23.69680], [0.25958, -12.69807, 23.24610], [-1.32763, -13.27717, 23.78619], [-2.23415, -13.75426, 28.75420], [-1.70668, -15.15785, 27.80319], [-3.39483, -14.60904, 27.69211]], "lowdin_charge": [0.9603, -0.3290, 0.4792, -0.2524, -0.2475, -0.1990, 0.5874, -0.2757, -0.2295, -0.1719, -0.6072, 0.0656, -0.0460, -0.0416, -0.0600, -0.2283, -0.1883, -0.2889, -0.0545, 0.0798, 0.0478, 0.0839, 0.1027, 0.1123, 0.0995, 0.0999, 0.0783, 0.0648, 0.0604, -0.0907, -0.3164, -0.1595, -0.2357, -0.0856, 0.0792, 0.0792, 0.0839, 0.1187, 0.1230, 0.0939, 0.1228, 0.0633, 0.0719, 0.0720, 0.0171, -0.1380, 0.1079, -0.1935, -0.0255, 0.1003, 0.0843, 0.0800, 0.1402, 0.1556, 0.1622, 0.1769, 0.0884, 0.0956, 0.1101, -0.0654, -0.2607, -0.1810, -0.2517, -0.0570, 0.0674, 0.0694, 0.0660, 0.1113, 0.1014, 0.0740, 0.1200, 0.0677, 0.0450, 0.0721, 0.0850, -0.5149, -0.0019, -0.2085, -0.0519, 0.0229, 0.1206, 0.1018, 0.0797, 0.0711, 0.0318, 0.0698, 0.0898, 0.0800, -0.0079, -0.4653, 0.0319, -0.1882, -0.0429, 0.0486, 0.1111, 0.1151, 0.0757, 0.0725, 0.0834, 0.0749, 0.0823, 0.0979, -0.0005, -0.4390, 0.0294, -0.2083, -0.0416, 0.0415, 0.1240, 0.1179, 0.0823, 0.0834, 0.0501, 0.0766, 0.1007, 0.1017, 0.0301, -0.5426, 0.0079, -0.1198, -0.0597, 0.0110, 0.0976, 0.1101, 0.0660, 0.0606, 0.0575, 0.0923, 0.0890, 0.0954, -0.0044, -0.4261, 0.0081, -0.1702, -0.0354, 0.0595, 0.1226, 0.1304, 0.0894, 0.0887, 0.0487, 0.0824, 0.0924, 0.0739]}

***

Record 2
{"formula": "C28H72F2N4O7PS2", "method": "wB97M-V/def2-TZVPD", "total_charge": 3, "e_lumo_ev": -6.6, "orbital_gap_ev": 9.531, "homo_ha": -0.5927, "elements": ["C", "C", "C", "O", "C", "N", "H", "H", "H", "H", "H", "H", "H", "H", "H", "H", "H", "H", "C", "C", "C", "O", "C", "N", "H", "H", "H", "H", "H", "H", "H", "H", "H", "H", "H", "H", "C", "C", "C", "O", "C", "N", "H", "H", "H", "H", "H", "H", "H", "H", "H", "H", "H", "H", "C", "C", "C", "C", "P", "C", "C", "C", "C", "C", "C", "C", "C", "C", "C", "C", "C", "H", "H", "H", "H", "H", "H", "H", "H", "H", "H", "H", "H", "H", "H", "H", "H", "H", "H", "H", "H", "H", "H", "H", "H", "H", "H", "H", "H", "H", "H", "H", "H", "H", "H", "H", "H", "N", "S", "O", "O", "F", "S", "O", "O", "F"], "positions_angstrom": [[4.37881, 3.03794, 1.48768], [2.89845, 2.54411, 1.33177], [1.90499, 3.63918, 1.71552], [2.01086, 4.67741, 0.79192], [1.16164, 5.75809, 1.01688], [2.59041, 2.09033, -0.12420], [3.28948, 1.43437, -0.44219], [1.65381, 1.71429, -0.08569], [2.54225, 2.90821, -0.71484], [5.14609, 2.48788, 0.94288], [4.66165, 2.97197, 2.53827], [4.42686, 4.08999, 1.20664], [2.60615, 1.65679, 1.89331], [2.11459, 3.87510, 2.75884], [0.87284, 3.30501, 1.61016], [0.09438, 5.55545, 1.10623], [1.27310, 6.44731, 0.17983], [1.44614, 6.28423, 1.92810], [1.04540, -2.17219, 4.78006], [2.13494, -1.17522, 4.53128], [1.90866, 0.33133, 4.81278], [3.11068, 1.08138, 4.65670], [3.24052, 2.31872, 5.41437], [3.41670, -1.75955, 5.25703], [4.11771, -1.03280, 5.27999], [3.25928, -2.00900, 6.22300], [3.71978, -2.61318, 4.81031], [0.71176, -2.39233, 5.79412], [1.37204, -3.11316, 4.33736], [0.13313, -1.89222, 4.25331], [2.29841, -1.27453, 3.45819], [1.56869, 0.45653, 5.84081], [1.08511, 0.62158, 4.16039], [2.91941, 2.35812, 6.45525], [2.68897, 3.09870, 4.88946], [4.25336, 2.70344, 5.29500], [-5.42560, 1.26270, 3.83018], [-6.36157, 0.13426, 3.74679], [-5.90625, -0.96269, 2.67475], [-5.87376, -0.27864, 1.48405], [-4.81464, -0.61480, 0.62986], [-6.42721, -0.62187, 5.06192], [-6.75645, -1.57061, 4.95433], [-5.52403, -0.76674, 5.49015], [-6.98513, -0.10457, 5.72617], [-4.46580, 1.12530, 4.32817], [-5.83967, 1.97878, 4.54002], [-5.23047, 1.81611, 2.91161], [-7.39133, 0.39740, 3.50506], [-6.50869, -1.86740, 2.59306], [-4.89670, -1.26587, 2.95221], [-4.79015, -1.65356, 0.30050], [-3.87884, -0.53019, 1.18232], [-4.85076, 0.08979, -0.20101], [-3.58996, -2.41627, -2.11370], [-2.55126, -2.46011, -3.31161], [-2.12435, -1.09636, -3.78810], [-1.17810, -0.32731, -2.91558], [0.63356, -0.74751, -3.05176], [1.02679, -1.76031, -4.58126], [2.46617, -2.19441, -4.85691], [2.54062, -3.44649, -5.91805], [1.85677, -3.13650, -7.27468], [1.08698, -1.66614, -1.52829], [0.37279, -3.00465, -1.34796], [1.01923, -3.74835, -0.06686], [-0.05878, -4.47465, 0.72569], [1.56791, 0.83422, -3.04339], [1.23175, 1.80774, -4.23186], [2.26710, 2.98120, -4.25848], [1.90200, 4.15034, -3.25744], [-4.48460, -1.83580, -2.33906], [-3.12246, -2.03289, -1.20675], [-3.96533, -3.34713, -1.68860], [-2.94168, -3.11406, -4.09138], [-1.69118, -3.03513, -2.96851], [-2.90633, -0.39079, -4.06878], [-1.71998, -1.28585, -4.78242], [-1.46481, -0.41675, -1.86778], [-1.31163, 0.74253, -3.07597], [0.65293, -1.07202, -5.33927], [0.38372, -2.63781, -4.64866], [2.93727, -2.37212, -3.89018], [3.02565, -1.39953, -5.35011], [2.14457, -4.37273, -5.50173], [3.56784, -3.60122, -6.24819], [0.77088, -3.13227, -7.18031], [2.17868, -3.81943, -8.06086], [2.06645, -2.11624, -7.59595], [0.93621, -1.00749, -0.67299], [2.15247, -1.64176, -1.75682], [0.23231, -3.60631, -2.24595], [-0.63448, -2.73561, -1.02994], [1.60852, -3.11882, 0.59987], [1.73853, -4.49273, -0.40832], [0.21598, -4.85719, 1.70868], [-0.65996, -5.20245, 0.18071], [-0.79409, -3.69726, 0.93326], [2.62253, 0.56800, -2.97259], [1.09786, 1.25076, -2.15252], [0.20724, 2.16373, -4.12338], [1.26095, 1.30525, -5.19868], [2.46186, 3.41138, -5.24088], [3.26414, 2.63831, -3.98200], [2.59669, 4.99017, -3.24366], [1.66753, 3.77517, -2.26126], [1.01061, 4.60926, -3.68512], [-0.14192, 1.22557, 0.08557], [-0.92178, 0.24624, 1.18935], [-1.47098, -1.05794, 0.83740], [-1.63742, 0.91769, 2.25152], [0.50007, -0.29421, 1.89192], [-1.29697, 2.14656, -0.07993], [-1.40036, 3.20214, 0.91854], [-2.54450, 1.60427, -0.59006], [-0.78977, 3.02140, -1.32839]], "lowdin_charge": [0.0052, -0.2400, -0.1998, -0.1768, -0.0783, 0.2362, 0.1593, 0.0572, 0.1214, 0.0855, 0.0789, 0.0943, 0.1271, 0.1325, 0.1041, 0.0916, 0.1049, 0.1001, -0.0418, -0.2675, -0.1634, -0.2025, -0.0477, 0.2572, 0.1529, 0.1672, 0.1665, 0.1001, 0.0940, 0.0945, 0.1343, 0.1360, 0.1211, 0.1012, 0.0723, 0.0961, -0.0366, -0.2704, -0.1941, -0.1612, -0.0801, 0.2327, 0.1666, 0.1662, 0.1751, 0.0951, 0.0968, 0.1145, 0.1673, 0.1381, 0.1252, 0.0854, 0.0590, 0.1064, -0.0791, -0.2140, -0.2506, -0.2391, 1.0729, -0.2662, -0.1989, -0.1997, -0.1091, -0.2839, -0.1898, -0.2175, -0.1081, -0.2645, -0.1941, -0.2144, -0.0773, 0.0797, 0.0306, 0.0749, 0.1161, 0.0705, 0.1301, 0.1027, 0.0637, 0.0879, 0.0869, 0.0952, 0.0873, 0.1038, 0.1002, 0.1006, 0.0637, 0.0830, 0.0730, 0.0567, 0.0809, 0.1087, 0.0719, 0.0899, 0.1028, 0.0714, 0.0863, 0.0483, 0.0969, 0.0376, 0.1057, 0.1040, 0.1115, 0.0924, 0.0809, 0.0261, 0.0811, -0.2913, 0.6044, -0.2678, -0.2538, -0.2417, 0.4111, -0.2687, -0.2496, -0.1720]}

***

Respective energy values: -140118.0945, -86863.8454 eV.